Below is a molecular structure, C31H26F5N4O6PTc, with properties calculated with ωB97M-V/def2-TZVPD.

Results
gap between HOMO and LUMO (spin up / spin down): 0.24024 / 0.19763 Eh
LUMO energy (spin up / spin down): -0.0643 / -0.1058 Eh
energy above the lowest of the compared OMol25 structures with the same formula, charge and spin: 1.917 eV
<S²>: 3.782

Structure (ORCA input):
```
! RIJCOSX wB97M-V def2-TZVPD def2/J DEFGRID3
* xyz 0 4
Tc 0.511 -0.253 -0.557
O 0.881 1.672 -0.315
C 0.258 2.562 0.293
C -0.941 2.374 1.040
C -1.536 3.460 1.693
C -2.640 3.270 2.496
C -3.196 1.989 2.670
C -2.656 0.917 2.023
C -1.513 1.059 1.191
O -1.014 0.027 0.622
N -3.243 4.386 3.170
O -4.205 4.165 3.876
O -2.752 5.482 2.993
H 0.685 3.572 0.272
H -1.127 4.454 1.578
H -4.050 1.882 3.321
H -3.066 -0.074 2.132
C 1.893 0.637 4.770
P 1.059 0.300 3.149
C 2.180 -1.072 2.589
C -0.399 -0.638 3.748
C -0.892 -1.718 3.023
C -2.011 -2.403 3.462
C -2.668 -2.002 4.613
C -2.207 -0.900 5.315
C -1.087 -0.215 4.883
H 1.396 1.445 5.301
H 2.918 0.944 4.575
H 1.901 -0.256 5.394
H 2.071 -1.967 3.201
H 3.203 -0.700 2.650
H 1.972 -1.328 1.551
H -0.401 -2.034 2.116
H -2.358 -3.261 2.908
H -3.538 -2.539 4.963
H -2.717 -0.579 6.211
H -0.745 0.644 5.442
N 1.364 -3.271 -2.158
C 1.039 -3.226 -0.850
O 0.371 -2.245 -0.383
C 1.430 -4.297 -0.012
C 1.055 -4.336 1.331
N 0.751 -4.367 2.440
C 2.283 -5.300 -0.476
N 3.004 -6.108 -0.859
H 1.156 -2.458 -2.718
H 2.074 -3.912 -2.473
C -2.034 2.315 -4.442
C -2.245 0.819 -4.170
C -1.952 0.004 -5.434
C -3.691 0.571 -3.717
C -1.344 0.415 -3.098
C -0.609 0.111 -2.184
H -2.698 2.641 -5.240
H -1.006 2.508 -4.738
H -2.251 2.896 -3.549
H -2.634 0.302 -6.226
H -2.086 -1.057 -5.243
H -0.933 0.172 -5.773
H -4.377 0.873 -4.506
H -3.915 1.145 -2.821
H -3.847 -0.484 -3.502
F 6.365 1.108 -4.662
C 5.341 0.688 -3.913
C 5.234 -0.651 -3.544
F 6.149 -1.535 -3.946
C 4.173 -1.068 -2.759
F 4.082 -2.367 -2.420
C 3.163 -0.189 -2.300
O 2.208 -0.622 -1.546
C 3.287 1.149 -2.736
F 2.321 2.017 -2.399
C 4.358 1.584 -3.499
F 4.448 2.873 -3.839
*
```

Below is a molecular structure, C31H26N6NiSe, with properties calculated with ωB97M-V/def2-TZVPD.

Results
gap between HOMO and LUMO (spin up / spin down): 0.15936 / 0.23103 Eh
LUMO energy (spin up / spin down): -0.0025 / -0.0072 Eh
energy above the lowest of the compared OMol25 structures with the same formula, charge and spin: 0.146 eV
<S²>: 2.042

Structure (ORCA input):
```
! RIJCOSX wB97M-V def2-TZVPD def2/J DEFGRID3
* xyz 0 3
Ni 0.139 0.150 0.614
C -3.035 1.128 1.453
C -2.067 1.405 2.567
C -2.535 1.920 3.768
C -1.639 2.152 4.801
C -0.312 1.834 4.606
C 0.098 1.319 3.379
N -0.772 1.140 2.360
C 1.484 0.900 3.123
C 2.511 0.986 4.038
C 3.791 0.539 3.662
C 3.998 0.025 2.401
C 2.926 -0.045 1.502
N 1.691 0.400 1.887
C 2.993 -0.514 0.146
C 4.167 -1.048 -0.414
C 4.186 -1.419 -1.732
C 3.024 -1.245 -2.493
C 1.885 -0.735 -1.893
C 0.663 -0.514 -2.735
N 1.839 -0.393 -0.594
H -4.042 1.004 1.847
H -3.044 1.955 0.740
H -2.747 0.223 0.917
H -3.588 2.131 3.889
H -1.981 2.551 5.746
H 0.402 1.965 5.405
H 2.348 1.379 5.031
H 4.615 0.603 4.360
H 4.986 -0.306 2.112
H 5.050 -1.165 0.198
H 5.080 -1.833 -2.180
H 3.003 -1.502 -3.544
H 0.680 -1.153 -3.617
H -0.238 -0.713 -2.164
H 0.626 0.526 -3.072
Se -0.737 -2.178 4.493
C -0.715 -1.993 2.793
N -0.575 -1.576 1.679
C -0.824 -1.724 0.372
C -1.271 -2.313 -0.603
C -1.620 -2.897 -1.845
C -0.763 -3.843 -2.429
C -1.100 -4.439 -3.629
C -2.287 -4.108 -4.270
C -3.135 -3.165 -3.705
C -2.810 -2.562 -2.504
H 0.162 -4.089 -1.924
H -0.435 -5.170 -4.072
H -2.549 -4.581 -5.207
H -4.057 -2.900 -4.207
H -3.470 -1.828 -2.058
N 1.012 2.961 -0.025
C -0.049 2.754 -0.838
C -0.475 3.758 -1.730
C -1.562 3.530 -2.536
C -2.224 2.306 -2.456
C -1.746 1.376 -1.564
N -0.691 1.565 -0.764
H 1.557 3.799 -0.080
H 1.321 2.182 0.548
H 0.066 4.695 -1.768
H -1.896 4.292 -3.228
H -3.084 2.089 -3.073
H -2.229 0.407 -1.483
*
```

Below is a molecular structure, C31H27Cl3IrN3O3PS, with properties calculated with ωB97M-V/def2-TZVPD.

Results
gap between HOMO and LUMO: 0.25042 Eh
LUMO energy: 0.0935 Eh
energy above the lowest of the compared OMol25 structures with the same formula, charge and spin: 2.675 eV

Structure (ORCA input):
```
! RIJCOSX wB97M-V def2-TZVPD def2/J DEFGRID3
* xyz -1 1
Ir 0.674 -0.726 -0.770
N 3.591 2.525 -2.231
C 2.948 1.427 -1.685
S 1.300 1.215 -2.186
N 3.622 0.704 -0.867
N 2.856 -0.296 -0.256
C 3.583 -1.181 0.313
C 3.111 -2.227 1.203
C 4.011 -3.188 1.654
C 3.618 -4.192 2.522
C 2.283 -4.237 2.922
C 1.377 -3.285 2.488
C 1.777 -2.238 1.645
O 0.943 -1.264 1.331
H 3.219 2.849 -3.107
H 4.596 2.485 -2.165
H 4.655 -1.112 0.136
H 5.037 -3.139 1.305
H 4.325 -4.934 2.870
H 1.949 -5.032 3.579
H 0.336 -3.315 2.791
C -1.784 1.366 -3.049
C -1.658 2.541 -2.112
C -1.992 3.807 -2.580
C -1.951 4.925 -1.758
C -1.574 4.790 -0.435
C -1.223 3.537 0.054
C -1.251 2.413 -0.766
P -0.851 0.768 -0.070
C -0.277 1.196 1.625
C 1.018 1.720 1.629
C 1.660 2.038 2.811
C 1.005 1.830 4.017
C -0.279 1.314 4.020
C -0.942 0.984 2.836
C -2.331 0.404 2.935
C -2.484 -0.015 -0.157
C -3.712 0.629 -0.213
C -4.838 -0.079 -0.616
C -4.699 -1.405 -1.020
C -3.461 -2.037 -0.970
C -2.350 -1.355 -0.480
C -1.008 -1.939 -0.264
H -2.026 1.707 -4.056
H -2.576 0.687 -2.717
H -0.869 0.783 -3.103
H -2.297 3.914 -3.616
H -2.221 5.897 -2.153
H -1.549 5.650 0.222
H -0.920 3.437 1.087
H 1.532 1.866 0.687
H 2.674 2.417 2.788
H 1.497 2.061 4.955
H -0.784 1.141 4.964
H -2.638 0.346 3.980
H -2.372 -0.602 2.510
H -3.063 1.008 2.399
H -3.790 1.683 0.032
H -5.803 0.409 -0.657
H -5.564 -1.948 -1.382
H -3.353 -3.070 -1.281
H -0.856 -2.947 -0.641
H -0.691 -1.843 0.774
Cl -0.150 -1.875 -3.474
C 1.383 -2.770 -3.610
Cl 2.692 -1.642 -4.059
Cl 1.204 -3.993 -4.876
C 1.802 -3.402 -2.227
O 2.360 -4.484 -2.285
O 1.550 -2.704 -1.190
*
```

Below is 2 unconnected molecules or ions with the total composition C31H27F4N2, with properties calculated with ωB97M-V/def2-TZVPD.

Results
gap between HOMO and LUMO: 0.27760 Eh
LUMO energy: -0.1122 Eh

Structure (ORCA input):
```
! RIJCOSX wB97M-V def2-TZVPD def2/J DEFGRID3
* xyz 1 1
F 5.376 -3.812 -3.564
C 5.372 -2.565 -2.994
C 6.569 -1.984 -2.598
C 6.459 -0.715 -2.022
F 7.640 -0.120 -1.645
C 5.247 -0.066 -1.792
C 4.036 -0.706 -2.199
C 2.735 -0.076 -2.146
C 1.589 -0.634 -2.667
C 0.330 0.159 -2.728
C -1.020 -0.421 -3.147
C -1.999 0.363 -3.798
C -3.214 -0.243 -4.168
F -4.191 0.549 -4.728
C -3.515 -1.574 -3.941
C -2.583 -2.274 -3.194
F -2.898 -3.547 -2.798
C -1.355 -1.730 -2.769
C 4.131 -1.973 -2.816
H 7.515 -2.469 -2.819
H 5.239 0.897 -1.275
H 2.691 0.933 -1.716
H 1.537 -1.695 -2.908
H 0.552 1.128 -3.220
H -1.861 1.428 -3.963
H -4.473 -1.999 -4.226
H -0.707 -2.294 -2.110
H 3.230 -2.501 -3.114
C -0.575 -1.744 1.783
N -0.059 -0.450 2.152
C -0.726 0.731 2.071
H 0.265 0.381 -1.689
C -2.196 0.921 1.939
C -3.017 1.062 3.083
C -4.381 1.221 2.921
C -4.988 1.245 1.667
C -6.481 1.437 1.675
C -4.176 1.093 0.521
C -2.792 0.948 0.662
N 0.246 1.687 2.079
C 0.100 3.048 1.607
C 1.453 1.146 2.589
C 1.252 -0.237 2.631
C 1.921 -1.047 3.541
C 2.645 -0.379 4.544
C 2.846 1.019 4.502
C 2.326 1.807 3.456
H -0.005 -2.510 2.304
H -1.634 -1.796 2.044
H -0.482 -1.968 0.704
H -2.540 1.033 4.053
H -5.030 1.338 3.787
H -6.974 1.454 0.704
H -6.949 0.649 2.276
H -6.733 2.367 2.196
H -4.584 1.087 -0.499
H -2.103 0.845 -0.198
H 0.869 3.670 2.072
H 0.240 3.152 0.509
H -0.910 3.412 1.847
H 1.768 -2.124 3.518
H 3.067 -0.950 5.362
H 3.418 1.502 5.286
H 2.485 2.888 3.363
*
```

Below is a molecular structure, C31H27N3O2PPt, with properties calculated with ωB97M-V/def2-TZVPD.

Results
gap between HOMO and LUMO (spin up / spin down): 0.28766 / 0.22212 Eh
LUMO energy (spin up / spin down): -0.0926 / -0.1805 Eh
energy above the lowest of the compared OMol25 structures with the same formula, charge and spin: 0.359 eV
<S²>: 6.048

Structure (ORCA input):
```
! RIJCOSX wB97M-V def2-TZVPD def2/J DEFGRID3
* xyz 1 5
Pt -1.411 -0.534 1.245
C -5.009 -3.355 0.657
C -3.576 -2.922 0.783
O -3.349 -1.872 1.401
C -2.561 -3.762 0.202
C -1.204 -3.592 0.180
C -0.349 -4.699 -0.366
N -0.556 -2.469 0.634
N 0.756 -2.530 0.525
C 1.404 -1.482 1.075
O 0.810 -0.534 1.651
C 2.875 -1.468 0.966
C 3.582 -0.409 1.535
C 4.960 -0.359 1.423
C 5.637 -1.364 0.742
C 4.936 -2.420 0.177
C 3.556 -2.476 0.287
H -5.554 -2.589 0.102
H -5.456 -3.416 1.649
H -5.118 -4.308 0.146
H -2.920 -4.688 -0.222
H -0.979 -5.506 -0.729
H 0.313 -5.077 0.413
H 0.289 -4.336 -1.171
H 3.041 0.366 2.059
H 5.509 0.462 1.865
H 6.715 -1.325 0.655
H 5.466 -3.202 -0.350
H 3.000 -3.290 -0.156
C 0.479 6.229 0.353
C 0.825 5.551 -0.808
C 0.642 4.179 -0.896
C 0.103 3.481 0.184
C -0.235 4.165 1.350
C -0.051 5.537 1.432
P -0.290 1.713 0.090
C 0.904 0.960 -1.045
C 0.496 -0.004 -1.965
C 1.438 -0.676 -2.731
C 2.789 -0.399 -2.577
C 3.201 0.554 -1.657
C 2.264 1.227 -0.888
C -1.915 1.616 -0.663
C -2.502 2.460 -1.597
C -3.816 2.229 -1.965
C -4.534 1.183 -1.384
C -3.951 0.348 -0.446
C -2.612 0.541 -0.084
H 0.626 7.299 0.417
H 1.240 6.091 -1.649
H 0.915 3.656 -1.804
H -0.646 3.623 2.194
H -0.316 6.064 2.339
H -0.557 -0.227 -2.091
H 1.113 -1.416 -3.452
H 3.522 -0.927 -3.174
H 4.254 0.768 -1.528
H 2.594 1.959 -0.161
H -1.949 3.293 -2.016
H -4.296 2.872 -2.690
H -5.569 1.030 -1.663
H -4.535 -0.433 0.016
N -1.480 -0.442 4.441
C -1.403 -0.599 3.303
H -1.556 -0.350 5.434
*
```

Below is a molecular structure, C31H27N4O4W, with properties calculated with ωB97M-V/def2-TZVPD.

Results
gap between HOMO and LUMO (spin up / spin down): 0.23774 / 0.22993 Eh
LUMO energy (spin up / spin down): -0.1096 / -0.1261 Eh
energy above the lowest of the compared OMol25 structures with the same formula, charge and spin: 0.522 eV
<S²>: 2.065

Structure (ORCA input):
```
! RIJCOSX wB97M-V def2-TZVPD def2/J DEFGRID3
* xyz 1 3
W 2.044 -2.329 -0.426
C 6.406 -2.060 0.139
C 4.961 -2.113 0.535
O 4.144 -2.177 -0.414
C 4.547 -2.097 1.914
C 5.543 -2.235 2.914
C 5.234 -2.258 4.244
C 3.885 -2.129 4.618
C 2.899 -1.977 3.681
C 3.197 -1.951 2.308
O 2.181 -1.747 1.481
H 6.472 -1.990 -0.943
H 6.922 -2.964 0.469
H 6.911 -1.211 0.601
H 6.577 -2.337 2.615
H 6.007 -2.375 4.989
H 3.618 -2.145 5.668
H 1.861 -1.866 3.965
C -8.160 6.970 -0.781
O -6.759 7.216 -0.815
C -5.934 6.148 -0.805
C -6.368 4.826 -0.767
C -5.426 3.803 -0.758
C -4.068 4.074 -0.786
C -3.650 5.407 -0.827
C -4.567 6.432 -0.837
C -3.047 3.018 -0.774
N -1.749 3.225 -0.808
C -1.193 1.973 -0.777
C -2.150 1.000 -0.728
N -3.347 1.681 -0.722
C -1.851 -0.398 -0.673
C -2.791 -1.434 -0.591
C -2.356 -2.731 -0.504
C -0.991 -2.998 -0.488
N -0.068 -2.037 -0.574
C -0.493 -0.741 -0.677
C 0.532 0.277 -0.774
N 1.818 -0.153 -0.817
C 2.787 0.752 -0.888
C 2.535 2.123 -0.924
C 1.237 2.568 -0.881
C 0.201 1.631 -0.804
H -8.638 7.944 -0.793
H -8.439 6.439 0.131
H -8.476 6.399 -1.656
H -7.419 4.583 -0.745
H -5.796 2.784 -0.729
H -2.590 5.624 -0.851
H -4.253 7.467 -0.869
H -4.270 1.289 -0.690
H -3.852 -1.215 -0.588
H -3.053 -3.555 -0.432
H -0.609 -4.003 -0.385
H 3.797 0.365 -0.923
H 3.365 2.812 -0.984
H 0.995 3.623 -0.909
C 2.256 -6.664 -0.093
O 2.235 -5.352 0.485
C 2.112 -4.286 -0.323
C 2.079 -4.483 -1.824
H 1.307 -6.893 -0.579
H 2.409 -7.353 0.731
H 3.075 -6.769 -0.803
H 2.974 -4.952 -2.237
H 2.052 -3.484 -2.318
H 1.185 -4.993 -2.194
*
```